Entry P
{"formula": "C7H12", "method": "ωB97M-V/def2-TZVPD", "species": ["C", "C", "C", "C", "C", "C", "C", "H", "H", "H", "H", "H", "H", "H", "H", "H", "H", "H", "H"], "coordinates": [[-2.607, 0.028, -0.008], [-1.134, -0.406, 0.081], [-0.212, 0.370, -0.883], [0.922, 0.182, 0.098], [2.001, -0.822, -0.194], [2.336, 0.645, -0.069], [-0.113, 0.005, 1.217], [-2.955, -0.187, -1.030], [-2.760, 1.107, 0.138], [-3.289, -0.502, 0.665], [-1.067, -1.486, -0.076], [-0.095, 0.002, -1.904], [-0.503, 1.431, -0.905], [2.016, -1.280, -1.181], [2.342, -1.479, 0.604], [2.568, 1.181, -0.989], [2.931, 0.958, 0.785], [-0.581, 0.902, 1.611], [0.202, -0.652, 2.040]], "gap_ev": 10.911, "e_homo_ev": -9.762, "e_lumo_ev": 1.15, "spin_multiplicity": 1}

***

Entry Q
{"formula": "C7H12", "method": "ωB97M-V/def2-TZVPD", "species": ["C", "C", "C", "C", "C", "C", "C", "H", "H", "H", "H", "H", "H", "H", "H", "H", "H", "H", "H"], "coordinates": [[0.655, -1.651, -1.985], [0.496, -0.283, -1.423], [-0.689, 0.115, -0.741], [-0.263, 0.334, 0.857], [0.296, 1.737, 1.028], [-0.979, 1.330, 1.722], [0.267, -0.885, 1.326], [0.145, -1.769, -2.955], [0.189, -2.393, -1.317], [1.705, -1.922, -2.139], [1.278, 0.453, -1.587], [-1.090, 1.102, -0.997], [-1.487, -0.631, -0.778], [0.237, 2.444, 0.200], [1.191, 1.829, 1.637], [-1.906, 1.755, 1.343], [-0.969, 1.190, 2.801], [0.716, -1.587, 0.635], [0.207, -1.169, 2.373]], "gap_ev": [7.702, 8.225], "e_homo_ev": [-7.274, -7.412], "e_lumo_ev": [0.43, 0.81], "spin_multiplicity": 1}

***

Entry R
{"formula": "C7H12", "method": "ωB97M-V/def2-TZVPD", "species": ["C", "C", "C", "C", "C", "C", "C", "H", "H", "H", "H", "H", "H", "H", "H", "H", "H", "H", "H"], "coordinates": [[-2.142, -0.098, 0.384], [-1.221, -0.663, -0.676], [-0.035, 0.085, -1.223], [0.464, 1.265, -0.400], [0.972, 0.802, 0.936], [0.788, -0.689, 0.934], [0.171, -1.152, -0.380], [-2.912, 0.535, -0.071], [-2.647, -0.906, 0.924], [-1.622, 0.514, 1.131], [-1.747, -1.256, -1.421], [0.137, 0.069, -2.296], [1.249, 1.842, -0.912], [-0.311, 2.016, -0.174], [3.467, 0.778, 0.290], [2.975, 1.032, 0.796], [0.168, -0.903, 1.821], [1.746, -1.182, 1.159], [0.498, -2.090, -0.823]], "gap_ev": 8.453, "e_homo_ev": -8.315, "e_lumo_ev": 0.14, "spin_multiplicity": 1}

***

Entry S
{"formula": "C7H12", "method": "ωB97M-V/def2-TZVPD", "species": ["C", "C", "C", "C", "C", "C", "C", "H", "H", "H", "H", "H", "H", "H", "H", "H", "H", "H", "H"], "coordinates": [[-1.603, 0.769, 0.167], [-1.197, -0.642, -0.081], [-0.170, -0.765, -1.233], [0.904, -0.929, -0.172], [2.219, -0.780, -0.173], [0.358, 2.188, 0.351], [-0.127, -1.137, 0.924], [-2.193, 1.201, -0.654], [-0.753, 2.168, 0.399], [-2.161, 0.900, 1.106], [-2.083, -1.289, -0.173], [-0.315, -1.660, -1.845], [-0.086, 0.110, -1.888], [2.763, -0.552, -1.087], [2.799, -0.867, 0.742], [0.914, 2.158, -0.592], [0.995, 1.849, 1.174], [-0.012, -0.534, 1.833], [-0.254, -2.187, 1.204]], "gap_ev": [8.387, 8.681], "e_homo_ev": [-7.941, -8.222], "e_lumo_ev": [0.45, 0.46], "spin_multiplicity": 1}

***

Result of the stability comparison: entry S is the least stable of them.